Record 1
A structure of composition C3H7N5 in a non-equilibrium geometry, computed with the ωB97M-V functional and the def2-TZVPD basis.

Values from the calculation:
- HOMO-LUMO gap: 0.3336 Ha
- HOMO level: -8.9 eV
- Energy: -10667.4869 eV
- Strongest force on any atom: 8.63 eV/Å

```
! wB97M-V def2-TZVPD RIJCOSX def2/J DEFGRID3
* xyz 0 1
C 0.73 0.13 0.14
C -0.27 -0.90 0.70
C -0.16 1.14 -0.10
H 2.39 0.00 -1.18
H 0.87 -1.64 -1.30
H 1.46 0.39 0.81
H 0.01 -2.82 0.15
H -1.97 -0.43 1.34
H -1.64 1.82 0.76
H 0.36 1.43 -1.77
N 1.09 -0.27 -1.36
N -0.58 -2.06 0.77
N -1.17 -0.02 1.19
N -0.79 1.36 0.98
N -0.34 1.87 -1.13
*
```

---

Record 2
A structure of composition C19H22ClFeN2O2Pm in a non-equilibrium geometry, computed with the ωB97M-V functional and the def2-TZVPD basis.

Values from the calculation:
- ⟨S²⟩: 20.043
- HOMO-LUMO gap (alpha / beta): 0.1198 / 0.1514 Ha
- HOMO level (alpha / beta): 1.1 / 0.2 eV
- Energy: -90596.3758 eV
- Strongest force on any atom: 6.10 eV/Å

```
! wB97M-V def2-TZVPD RIJCOSX def2/J DEFGRID3
* xyz -2 9
Pm 5.01 0.74 -0.62
Cl 3.53 1.01 1.40
C 4.95 2.91 -1.60
C 6.95 -0.21 0.41
H 5.94 3.03 -2.10
H 4.10 2.86 -2.30
H 4.79 3.59 -0.75
H 7.79 0.10 -0.23
H 6.75 -1.29 0.39
H 6.95 0.23 1.42
Fe 2.47 -0.28 -0.09
C 1.88 -1.98 0.75
C 3.43 -0.86 -1.49
H 2.32 -2.84 0.22
H 2.20 -1.98 1.80
H 0.78 -2.08 0.76
H 4.29 -1.61 -1.66
H 3.53 -0.36 -2.53
O 0.59 0.36 -2.75
C 0.04 0.33 -1.68
N -1.34 0.36 -1.46
C -1.75 0.17 -0.10
C -0.36 0.23 0.58
O -0.21 0.18 1.78
N 0.64 0.27 -0.39
C -2.71 1.30 0.31
C -2.40 2.23 1.30
C -3.35 3.21 1.67
C -4.59 3.26 1.03
C -4.89 2.34 0.02
C -3.95 1.37 -0.34
C -2.34 -1.22 0.13
C -3.43 -1.44 0.98
C -3.90 -2.74 1.21
C -3.26 -3.83 0.61
C -2.16 -3.62 -0.23
C -1.70 -2.32 -0.46
H -1.96 0.37 -2.26
H -1.44 2.18 1.80
H -3.10 3.92 2.46
H -5.33 4.01 1.32
H -5.85 2.36 -0.49
H -4.19 0.65 -1.12
H -3.90 -0.59 1.46
H -4.76 -2.88 1.86
H -3.62 -4.85 0.79
H -1.64 -4.45 -0.70
H -0.83 -2.15 -1.10
*
```

---

Record 3
A structure of composition C23H27ClGdIOP2 in a non-equilibrium geometry, computed with the ωB97M-V functional and the def2-TZVPD basis.

Values from the calculation:
- ⟨S²⟩: 16.077
- HOMO-LUMO gap (alpha / beta): 0.2516 / 0.1824 Ha
- HOMO level (alpha / beta): -14.3 / -14.2 eV
- Energy: -86358.4864 eV
- Strongest force on any atom: 5.86 eV/Å

```
! wB97M-V def2-TZVPD RIJCOSX def2/J DEFGRID3
* xyz 2 8
C 4.45 4.04 -2.11
I 3.05 2.30 -2.09
H 4.78 4.18 -1.08
H 3.90 4.91 -2.48
H 5.28 3.79 -2.78
Gd 1.76 0.55 0.08
P 3.08 -1.66 -1.05
C 3.37 -2.31 -2.71
C 4.81 -1.25 -0.60
H 2.79 -3.04 0.91
H 3.76 -3.84 -0.37
H 1.97 -3.73 -0.53
C 2.88 -3.23 -0.16
H 4.86 -0.99 0.47
H 5.41 -2.15 -0.81
H 4.20 -3.03 -2.64
H 3.64 -1.50 -3.40
H 5.16 -0.41 -1.21
H 2.47 -2.81 -3.08
C 1.00 -0.27 -2.13
O 0.74 -0.50 -3.24
Cl 2.78 -0.17 2.22
C -3.77 -3.20 2.53
C -3.03 -3.54 1.39
C -2.19 -2.60 0.79
C -2.13 -1.28 1.29
C -2.91 -0.94 2.41
C -3.70 -1.90 3.04
P -1.06 -0.06 0.43
C -2.14 0.58 -0.90
C -1.68 1.65 -1.71
C -2.35 1.97 -2.88
C -3.48 1.25 -3.27
C -3.97 0.22 -2.46
C -3.31 -0.11 -1.27
C -0.99 1.30 1.68
C -1.42 2.62 1.45
C -1.23 3.59 2.43
C -0.66 3.26 3.66
C -0.27 1.94 3.92
C -0.44 0.97 2.94
H -4.39 -3.94 3.02
H -3.09 -4.55 0.98
H -1.58 -2.88 -0.08
H -2.89 0.07 2.82
H -4.26 -1.63 3.94
H -0.79 2.22 -1.42
H -1.97 2.77 -3.52
H -3.99 1.48 -4.21
H -4.84 -0.36 -2.76
H -3.70 -0.91 -0.64
H -1.89 2.88 0.50
H -1.54 4.62 2.24
H -0.51 4.03 4.42
H 0.17 1.68 4.88
H -0.16 -0.07 3.15
*
```

---

Record 4
A structure of composition C3H3N2OS in a non-equilibrium geometry, computed with the ωB97M-V functional and the def2-TZVPD basis.

Values from the calculation:
- HOMO-LUMO gap (alpha / beta): 0.2525 / 0.2572 Ha
- HOMO level (alpha / beta): -14.6 / -14.8 eV
- Energy: -19006.8561 eV
- Strongest force on any atom: 5.05 eV/Å

```
! wB97M-V def2-TZVPD RIJCOSX def2/J DEFGRID3
* xyz 1 1
C -0.11 -0.03 -0.02
C -0.98 1.05 0.09
C 1.14 0.14 -0.70
N 1.40 1.26 -1.40
N 0.67 2.24 -1.45
O 0.99 3.85 -2.28
S -0.75 2.55 -0.70
H -0.16 -0.94 0.46
H -1.95 0.86 0.71
H 2.00 -0.49 -0.85
*
```

---

Record 5
A structure of composition C50H44Br3N9O18 in a non-equilibrium geometry, computed with the ωB97M-V functional and the def2-TZVPD basis.

Values from the calculation:
- HOMO-LUMO gap: 0.2893 Ha
- HOMO level: -9.0 eV
- Energy: -312927.6810 eV
- Strongest force on any atom: 4.86 eV/Å

```
! wB97M-V def2-TZVPD RIJCOSX def2/J DEFGRID3
* xyz 0 1
C 6.17 -1.31 -1.13
N 6.29 -2.68 -0.53
O 5.39 -3.04 0.19
O 7.32 -3.27 -0.74
H 6.64 -0.58 -0.47
H 5.11 -1.10 -1.24
H 6.69 -1.38 -2.08
C -1.67 5.41 4.49
C -1.20 4.45 3.57
C -1.30 4.71 2.22
C -1.95 5.84 1.78
C -2.44 6.77 2.66
C -2.27 6.57 4.03
N -2.08 6.04 0.33
O -2.48 7.13 -0.06
O -1.79 5.13 -0.42
H -1.45 5.39 5.55
H -0.73 3.54 3.93
H -0.88 3.97 1.55
H -2.90 7.69 2.33
H -2.50 7.41 4.67
C 5.20 1.90 4.29
C 5.41 3.25 4.43
C 5.85 3.76 5.65
C 5.97 2.91 6.74
C 5.78 1.54 6.61
C 5.43 1.04 5.35
N 6.49 3.44 8.01
O 6.55 2.69 8.95
O 6.81 4.61 8.04
H 4.83 1.60 3.31
H 5.13 3.96 3.66
H 6.08 4.81 5.74
H 5.90 0.90 7.47
H 5.36 -0.02 5.18
C 0.96 -1.83 -0.73
C -0.13 -0.99 -0.48
C -0.04 -0.02 0.50
C 1.12 0.11 1.23
C 2.18 -0.77 1.01
C 2.16 -1.67 -0.04
N 1.25 1.13 2.31
O 2.32 1.36 2.81
O 0.16 1.52 2.71
H 0.82 -2.66 -1.42
H -1.06 -1.17 -1.01
H -0.92 0.59 0.65
H 3.12 -0.61 1.53
H 2.99 -2.33 -0.29
C 1.16 -2.94 -6.53
C 0.68 -3.21 -5.25
C 1.58 -3.24 -4.20
C 2.89 -2.91 -4.44
C 3.34 -2.44 -5.67
C 2.48 -2.55 -6.75
N 3.89 -3.12 -3.37
O 5.04 -3.31 -3.71
O 3.52 -3.00 -2.22
H 0.48 -3.09 -7.36
H -0.35 -3.53 -5.18
H 1.19 -3.57 -3.24
H 4.40 -2.24 -5.79
H 2.79 -2.22 -7.74
C 2.65 0.06 -2.34
C 1.40 -0.46 -2.62
C 0.85 -0.17 -3.86
C 1.62 0.40 -4.86
C 2.90 0.88 -4.59
C 3.39 0.73 -3.30
N 1.09 0.50 -6.21
O 1.64 1.25 -7.01
O 0.10 -0.16 -6.48
H 3.05 -0.07 -1.34
H 0.85 -0.99 -1.85
H -0.19 -0.41 -3.99
H 3.54 1.36 -5.31
H 4.31 1.25 -3.05
C -5.11 1.63 3.14
C -5.50 0.34 3.48
C -4.51 -0.59 3.80
C -3.20 -0.16 3.90
C -2.84 1.15 3.65
C -3.80 2.06 3.29
N -2.15 -1.08 4.27
O -1.01 -0.71 4.09
O -2.43 -2.18 4.70
H -5.80 2.40 2.81
H -6.52 0.03 3.37
H -4.78 -1.64 3.87
H -1.80 1.43 3.76
H -3.61 3.09 3.03
C -8.37 0.83 -0.10
C -8.12 1.19 -1.43
C -6.91 0.85 -2.02
C -5.98 0.14 -1.27
C -6.24 -0.20 0.04
C -7.44 0.13 0.66
N -4.66 -0.15 -1.86
O -3.84 -0.64 -1.14
O -4.49 0.15 -3.02
H -9.29 1.05 0.43
H -8.91 1.75 -1.90
H -6.69 1.27 -2.99
H -5.48 -0.72 0.61
H -7.63 -0.21 1.67
C -4.64 -5.10 -5.00
C -5.11 -3.96 -4.37
C -4.34 -3.20 -3.49
C -3.04 -3.65 -3.19
C -2.59 -4.83 -3.74
C -3.36 -5.51 -4.64
N -2.21 -2.84 -2.30
O -2.79 -2.10 -1.53
O -1.01 -3.05 -2.30
H -5.27 -5.70 -5.64
H -6.07 -3.52 -4.60
H -4.70 -2.32 -2.97
H -1.60 -5.21 -3.52
H -2.93 -6.37 -5.15
C 4.53 -2.54 3.71
Br 5.22 -3.84 4.98
Br 5.92 -1.39 2.97
Br 3.05 -1.54 4.44
H 4.06 -3.08 2.89
*
```